62
Properties=species:S:1:pos:R:3:forces:R:3:lowdin_charge:R:1 method="wB97M-V/def2-TZVPD" charge=0 orbital_gap_ev="3.501 / 3.503" fmax_ev_per_a=3.6
P -3.182685 0.019418 0.378461 -0.79 -1.18 -1.36 0.902
P -0.346377 -2.368286 0.531992 -1.66 -0.48 -2.90 0.960
C -3.147052 -1.771370 0.734980 -0.70 -0.51 0.72 -0.349
C -1.887862 -2.347134 1.416396 -0.88 -0.27 1.20 -0.337
H -3.436453 -2.333385 -0.167980 0.29 0.35 0.33 0.076
H -3.975445 -1.885779 1.461071 0.23 -0.38 -0.11 0.085
H -1.711971 -1.820608 2.371872 -0.17 -0.31 -0.19 0.087
H -2.095338 -3.411559 1.631921 -0.03 0.41 0.30 0.090
C -0.071868 -4.092486 0.023722 0.15 -0.36 0.67 -0.199
H 0.971108 -4.256268 -0.274237 -0.23 0.10 0.02 0.063
H -0.728665 -4.349394 -0.820100 0.16 0.27 0.32 0.068
H -0.303958 -4.740337 0.876699 0.17 -0.13 -0.15 0.050
C 1.013524 -1.927069 1.648287 0.40 -0.11 0.36 -0.237
H 1.263922 -2.829134 2.241882 -0.14 0.39 -0.25 0.067
H 0.702482 -1.138914 2.360545 0.04 -0.34 -0.45 0.012
H 1.931373 -1.619594 1.113230 -0.50 -0.10 0.15 0.018
C -4.676694 0.121884 -0.661656 -0.30 -0.26 0.45 -0.197
H -4.881096 1.160917 -0.945377 0.12 -0.29 0.14 0.055
H -5.535891 -0.289537 -0.117066 0.05 0.07 -0.03 0.049
H -4.506906 -0.468296 -1.569295 0.18 0.28 0.19 0.053
C -3.654888 0.845744 1.928215 -0.36 -0.05 0.49 -0.206
H -3.192350 0.348556 2.792885 -0.12 0.16 -0.20 0.042
H -4.749901 0.795159 2.035118 0.34 0.13 0.16 0.048
H -3.340264 1.901374 1.913598 -0.11 -0.40 -0.05 0.051
Cd 2.228224 1.109948 2.110326 0.80 0.87 -0.58 1.056
C -0.715114 -1.682984 -1.266497 2.18 1.31 -0.23 -0.401
C -1.893234 -1.328775 -2.036680 -2.33 -0.87 1.42 -0.292
C -1.553418 -0.591758 -3.282670 0.34 0.75 -0.40 -0.240
C -1.586984 0.976504 -3.108138 0.16 -0.60 -1.48 -0.271
C -2.374334 1.399684 -1.969825 -0.66 1.11 1.75 -0.235
C -2.051589 1.113073 -0.586634 2.49 2.11 -1.42 -0.501
C -0.561479 0.729237 -0.229401 -0.20 0.62 -0.54 -0.199
C 0.113775 -0.357307 -1.087271 0.66 -0.03 -0.48 -0.246
C 1.767529 3.220003 2.172370 -1.25 0.73 0.30 -0.382
H -0.132161 -2.408120 -1.874509 0.83 -0.18 0.77 0.095
H -2.807580 -1.944236 -2.053726 0.77 -0.25 -0.14 0.046
H -2.230064 -0.862526 -4.115994 0.10 0.00 0.55 0.103
H -0.534665 -0.865142 -3.630196 -0.15 -0.08 -0.26 0.089
H -0.566575 1.399567 -3.087627 0.04 -0.24 -0.13 0.082
H -2.037223 1.406273 -4.016085 0.13 -0.03 0.13 0.096
H -3.251493 2.032530 -2.147422 0.42 -0.12 0.17 0.064
H -2.222281 2.050341 -0.026738 -0.28 -0.16 0.36 0.101
H -0.496724 0.466518 0.848325 -0.21 -0.10 -0.03 0.060
H 0.044065 1.657018 -0.318601 -0.29 -0.44 -0.10 0.108
H 0.367780 0.058382 -2.066819 -0.18 -0.12 0.29 0.089
H 1.099189 -0.594578 -0.653381 -0.01 0.18 0.01 0.051
H 1.733039 3.596562 3.204528 -0.13 0.17 -0.33 -0.072
H 0.802757 3.425108 1.664817 0.43 0.13 0.41 -0.062
H 2.565638 3.756266 1.618323 -0.60 -0.59 0.39 -0.082
C 4.755604 3.186953 0.485548 -0.05 0.13 0.23 -0.245
Si 4.408494 1.346715 0.759241 -0.46 -0.92 0.05 0.362
C 4.068595 0.573682 -0.926241 0.27 -0.13 -0.34 -0.271
C 5.808663 0.530330 1.679760 0.64 -0.06 0.04 -0.300
H 4.290606 3.513798 -0.455309 0.10 -0.03 0.26 0.032
H 5.838919 3.361903 0.421479 -0.19 -0.07 -0.06 0.029
H 4.359682 3.816626 1.294812 0.36 -0.19 -0.30 -0.002
H 4.987545 0.136284 -1.354548 -0.31 0.16 -0.02 0.027
H 3.299856 -0.214358 -0.875463 0.37 0.29 -0.08 -0.017
H 3.707003 1.365999 -1.603232 0.08 -0.38 0.11 0.025
H 6.773418 0.878836 1.282416 -0.04 -0.19 0.13 0.022
H 5.781011 0.759517 2.755033 0.01 -0.02 -0.32 0.012
H 5.756781 -0.561774 1.570866 0.01 0.23 0.02 0.018

***

77
Properties=species:S:1:pos:R:3:forces:R:3:lowdin_charge:R:1 method="wB97M-V/def2-TZVPD" charge=-1 orbital_gap_ev=7.186 fmax_ev_per_a=8.0
N 5.858203 5.950344 6.106144 -0.05 0.80 0.90 -0.148
P 5.386864 5.979280 4.347639 2.80 -1.04 2.71 0.552
C 6.778293 4.668854 4.176864 0.28 -1.75 -0.33 -0.289
C 6.367564 3.365317 3.327781 1.81 -0.56 0.09 -0.297
C 7.747348 2.518523 3.090913 -1.20 -0.07 -0.14 -0.533
Cl 8.208359 1.771625 4.744427 -0.03 0.37 -1.10 0.414
N 6.552387 7.404484 4.251069 1.86 2.25 -7.41 -0.054
C 6.910304 7.605633 3.007726 3.45 -1.41 1.77 -0.329
O 7.602188 7.605635 1.953396 -4.06 0.45 4.73 0.000
O 4.199386 4.687809 4.460054 -1.97 1.80 -0.57 -0.296
C 2.951807 5.343913 4.151578 0.96 1.10 -0.97 -0.385
P 1.385030 4.327598 3.908828 -2.56 -0.17 -2.19 0.673
O 0.270064 5.198050 3.314229 2.50 -2.03 2.02 -0.386
O 1.776062 3.142483 2.693286 -0.59 1.27 2.28 -0.213
O 0.878783 3.443141 5.270787 1.77 0.71 -2.10 -0.183
C 2.937849 6.633666 5.134397 2.30 -1.74 0.34 -0.822
F 2.860536 5.989860 6.457807 0.32 1.28 -1.45 -0.146
I 1.198105 7.937928 5.190230 0.92 -0.21 -0.27 0.852
O 4.238918 7.226138 4.898555 -5.22 -1.28 -0.16 -0.311
H 6.809320 6.379731 6.103793 -0.93 -0.72 0.14 0.026
H 5.296021 6.645855 6.639105 0.57 -0.78 -0.58 0.029
H 5.213186 6.233531 2.941473 -1.10 -0.77 0.31 0.059
H 7.759203 5.073509 3.747043 -1.41 -0.31 0.37 0.086
H 7.021959 4.292759 5.244402 -0.47 0.72 -1.89 0.068
H 5.681604 2.632543 3.905193 0.88 1.55 -1.09 0.102
H 5.955461 3.629944 2.291071 0.39 -0.39 1.48 0.108
H 7.576357 1.608250 2.400239 0.46 1.58 1.07 0.068
H 8.621725 3.176135 2.765934 -1.27 -1.04 0.43 0.071
H 3.069184 5.860430 3.113796 -0.56 -1.01 1.26 0.135
H 0.929245 2.764021 2.354761 0.70 0.59 0.44 0.065
H 1.552955 2.748469 5.470795 -0.57 0.75 -0.13 0.084
C 3.141784 -1.005681 -1.148620 -0.22 -0.15 -0.05 -0.111
O 1.848338 -1.422035 -0.756431 0.01 0.23 0.00 -0.209
C 1.621480 -1.228199 0.636690 -0.29 -0.29 -0.38 -0.193
C 0.126248 -1.200407 0.935194 0.18 0.28 0.17 -0.175
O -0.483146 0.056567 0.633344 0.08 -0.21 -0.24 -0.137
C -0.665510 0.340339 -0.755470 -0.30 0.07 0.19 -0.173
C -1.786338 -0.474304 -1.392165 0.55 -0.22 -0.18 -0.197
O -1.331162 -1.787281 -1.706154 -0.13 -0.07 0.23 -0.208
C -2.401682 -2.694760 -1.883082 0.29 0.12 -0.09 -0.111
H 3.910112 -1.578802 -0.618738 0.10 0.10 0.02 0.087
H 3.246649 -1.183398 -2.221163 -0.09 -0.05 0.12 0.087
H 3.272935 0.064633 -0.963255 0.13 0.01 0.09 0.089
H 2.077685 -0.289102 0.970337 -0.03 -0.01 0.05 0.128
H 2.085436 -2.067502 1.168054 0.03 0.07 0.23 0.125
H -0.004077 -1.331953 2.013764 0.06 0.13 -0.05 0.126
H -0.404005 -2.021586 0.450274 0.18 0.01 -0.19 0.118
H 0.273109 0.244068 -1.303605 -0.09 -0.24 -0.07 0.120
H -0.951612 1.395492 -0.798326 -0.06 -0.09 0.09 0.127
H -2.099097 0.001490 -2.328960 -0.14 0.18 0.05 0.124
H -2.639390 -0.521846 -0.705007 0.01 0.06 0.01 0.127
H -2.987979 -2.778610 -0.962829 -0.16 0.02 -0.02 0.087
H -1.982578 -3.676469 -2.114140 0.03 0.15 -0.01 0.087
H -3.043084 -2.380613 -2.712853 -0.14 -0.07 0.05 0.084
C -6.001732 -5.599499 -7.959697 -0.16 -0.16 0.22 -0.113
O -6.094449 -5.946726 -6.592290 0.06 0.26 -0.05 -0.207
C -4.828598 -5.903597 -5.940052 -0.51 -0.25 0.17 -0.196
C -5.009789 -5.783164 -4.430744 0.25 0.25 -0.10 -0.173
O -5.304904 -4.451248 -4.005063 -0.23 -0.20 -0.16 -0.140
C -6.626147 -3.986510 -4.289237 0.10 0.05 0.35 -0.173
C -7.689195 -4.618337 -3.397158 -0.04 -0.23 -0.56 -0.196
O -8.029111 -5.917891 -3.872160 0.15 -0.08 0.21 -0.208
C -8.657671 -6.702039 -2.877101 0.06 0.06 -0.31 -0.113
H -5.346019 -6.296557 -8.492439 0.06 0.09 -0.09 0.086
H -7.002162 -5.654944 -8.394228 0.09 -0.06 0.12 0.088
H -5.634995 -4.574519 -8.071217 0.13 0.00 -0.09 0.087
H -4.239830 -5.054478 -6.305792 0.03 0.00 0.05 0.128
H -4.303915 -6.837769 -6.172491 0.23 0.04 0.04 0.125
H -4.055565 -6.032252 -3.956363 -0.02 0.12 -0.07 0.126
H -5.747051 -6.491065 -4.048864 -0.12 0.01 -0.24 0.119
H -6.862818 -4.096173 -5.348848 -0.13 -0.22 0.07 0.119
H -6.605353 -2.913250 -4.077665 0.06 -0.09 0.09 0.126
H -8.599013 -4.007402 -3.421539 0.03 0.19 0.14 0.125
H -7.315942 -4.675259 -2.367863 0.02 0.06 -0.01 0.128
H -7.988057 -6.846402 -2.023767 -0.07 0.04 0.14 0.087
H -8.883468 -7.680497 -3.306413 0.03 0.15 -0.04 0.088
H -9.592604 -6.235920 -2.549182 -0.01 -0.02 0.14 0.086

***

83
Properties=species:S:1:pos:R:3:forces:R:3:lowdin_charge:R:1 method="wB97M-V/def2-TZVPD" charge=0 orbital_gap_ev=9.207 de_lowest_kj_mol=0.00 fmax_ev_per_a=1.3 smiles="CCOCCO[C@H](CCOC=O)OC[C@@](O[C@@](O)(S)C(F)(F)F)([PH2]=S)P(=N)(O)O.CCOS(C)(=O)=O.CCOS(C)(=O)=O"
C 3.752862 -1.591706 -0.491237 0.13 0.02 -0.17 -0.064
C 2.602923 -0.678255 -0.899479 -0.13 -0.07 0.03 -0.257
O 2.618040 0.522596 -0.129613 0.07 0.17 -0.02 -0.154
C 1.394597 0.839183 0.498854 0.13 -0.08 0.03 -0.196
C 1.433963 2.309827 0.928700 0.13 -0.14 0.03 -0.133
O 0.229550 3.004510 0.609756 -0.02 0.14 -0.08 -0.075
C 0.121018 3.355265 -0.738084 0.13 -0.18 0.10 -0.410
C 0.961308 4.588306 -1.092761 0.02 0.22 -0.08 -0.057
C 1.662635 4.491898 -2.443579 0.02 0.13 -0.04 -0.164
O 3.022531 4.084293 -2.201429 -0.41 -0.26 0.07 -0.052
C 3.668215 3.596146 -3.295123 0.38 1.21 0.22 -0.358
O 3.980989 2.467848 -3.410235 0.17 -1.13 -0.17 0.135
O -1.262749 3.576072 -0.910738 0.13 0.13 -0.09 -0.177
C -1.683013 3.674074 -2.257454 0.16 0.20 -0.01 -0.206
C -3.125949 3.163725 -2.413012 -0.02 0.38 0.11 -0.587
O -3.262392 1.819716 -2.859008 -0.14 -0.19 -0.03 -0.158
C -2.413502 0.802593 -2.477862 0.32 0.06 0.13 -0.704
O -1.258117 0.908426 -3.272263 0.00 -0.14 -0.06 0.014
S -1.985809 0.851462 -0.697538 -0.06 -0.21 0.19 0.993
C -3.161765 -0.512878 -2.855264 0.11 -0.12 -0.05 -0.596
F -2.247862 -1.458793 -3.145142 0.00 -0.07 0.11 0.136
F -3.922179 -0.343809 -3.930999 0.00 0.00 -0.07 0.186
F -3.919835 -0.990455 -1.870323 -0.13 0.09 -0.04 0.137
P -4.201606 3.425249 -0.881566 -0.37 -0.39 0.00 0.396
S -5.712756 2.221689 -0.734018 0.12 0.12 -0.05 0.172
P -3.870683 4.120805 -3.826336 -0.06 -0.11 -0.29 0.461
N -4.054227 5.638123 -3.669198 0.01 -0.38 0.22 -0.135
O -5.184252 3.301676 -4.210673 0.04 0.25 -0.01 -0.131
O -2.891123 3.699104 -5.017372 0.03 0.00 0.15 -0.110
H 3.513482 -2.638808 -0.694736 0.03 0.21 0.01 0.053
H 4.665863 -1.340375 -1.037940 -0.05 0.05 0.13 0.073
H 3.955978 -1.471152 0.575612 -0.08 -0.07 -0.04 0.081
H 2.696630 -0.388063 -1.954286 -0.03 -0.10 0.06 0.119
H 1.642675 -1.196166 -0.771896 0.22 0.11 0.04 0.085
H 0.553524 0.680876 -0.187422 0.15 0.07 0.12 0.056
H 1.238384 0.188056 1.372171 -0.07 0.02 -0.11 0.132
H 2.311620 2.774743 0.460237 -0.13 -0.02 -0.02 0.126
H 1.545856 2.400379 2.010331 -0.06 0.04 -0.11 0.131
H 0.421983 2.509853 -1.387011 -0.01 0.04 0.11 0.145
H 1.728426 4.722012 -0.325856 -0.08 0.02 -0.10 0.129
H 0.320555 5.475088 -1.057892 0.01 -0.12 0.03 0.132
H 1.189613 3.733737 -3.080674 -0.03 0.11 0.05 0.122
H 1.643588 5.446547 -2.982208 0.07 -0.06 0.08 0.130
H 3.988366 4.386290 -3.997622 -0.29 -0.02 -0.12 0.150
H -1.630477 4.719083 -2.595180 -0.04 -0.09 0.06 0.128
H -1.040952 3.079945 -2.916872 -0.14 0.12 0.07 0.118
H -0.526613 0.461307 -2.823851 -0.09 -0.02 -0.09 0.105
H -1.832438 -0.469895 -0.518534 -0.16 -0.11 -0.15 -0.079
H -4.552332 4.772695 -1.040722 0.18 0.13 0.04 -0.021
H -3.308111 3.452244 0.190245 0.03 0.05 0.02 -0.013
H -3.750587 6.057413 -2.801443 0.01 0.14 -0.16 -0.018
H -5.990829 3.760399 -3.935431 0.10 -0.09 0.04 0.092
H -2.804746 2.739232 -5.122973 -0.11 0.06 -0.02 0.091
O -0.384064 -2.758968 0.929787 -0.11 0.29 -0.04 -0.288
S 0.381845 -3.837203 0.375555 -0.08 -0.31 0.04 0.569
O 1.359300 -3.534247 -0.626799 -0.15 -0.15 -0.02 -0.283
O -0.615779 -4.948456 -0.158354 0.15 0.01 0.01 -0.258
C -1.648352 -4.547849 -1.095362 -0.18 0.04 -0.08 -0.235
C -1.118425 -4.330422 -2.494387 0.11 -0.03 0.02 -0.074
C 1.113166 -4.773343 1.661968 0.07 -0.03 0.01 -0.119
H -2.154621 -3.664981 -0.702018 0.05 0.02 0.02 0.110
H -2.350305 -5.378411 -1.068886 0.02 -0.01 0.03 0.124
H -0.443138 -3.478629 -2.542695 -0.01 0.02 0.01 0.065
H -1.956827 -4.145385 -3.165088 -0.01 -0.01 -0.01 0.079
H -0.577185 -5.211480 -2.839214 -0.03 -0.01 0.00 0.087
H 0.358895 -4.999821 2.408807 0.01 0.01 0.01 0.070
H 1.889196 -4.148858 2.098620 -0.01 0.01 0.03 0.073
H 1.542574 -5.677765 1.238975 -0.01 0.02 -0.04 0.081
O 1.342645 -3.993280 4.689359 0.02 -0.04 -0.03 -0.287
S 1.345125 -2.878226 5.593219 -0.01 0.00 0.02 0.565
O 2.346253 -1.869871 5.432757 -0.02 0.00 0.00 -0.269
O 1.357292 -3.429496 7.077666 0.01 0.12 0.00 -0.263
C 2.381132 -4.397703 7.427803 0.07 -0.20 0.06 -0.242
C 3.748888 -3.775660 7.596964 -0.02 0.09 -0.04 -0.071
C -0.243520 -2.131366 5.629510 -0.03 0.02 -0.02 -0.114
H 2.380230 -5.187752 6.676192 -0.01 0.04 -0.04 0.113
H 2.021133 -4.819042 8.363792 -0.03 0.03 0.00 0.122
H 4.133240 -3.385158 6.656463 -0.01 -0.02 0.00 0.073
H 4.439057 -4.535471 7.965139 0.00 0.00 0.02 0.083
H 3.712187 -2.956728 8.314942 0.01 -0.02 0.02 0.086
H -0.994422 -2.903859 5.767739 0.01 0.00 0.01 0.077
H -0.370204 -1.638109 4.667500 0.00 -0.01 0.00 0.078
H -0.265591 -1.404592 6.436995 0.00 0.01 -0.01 0.078